No. 1
Density functional theory data (wB97M-V/def2-TZVPD) for a 2-piece molecular cluster, CH3ClF3NOP2S overall at a distorted geometry.

```
13
Properties=species:S:1:pos:R:3:forces:R:3:nbo_charge:R:1
C -0.588 -0.793 -1.389 -3.8 0.3 0.2 -0.25
N 1.064 0.783 0.516 0.5 -0.4 -0.3 -1.46
O 0.315 -1.521 -0.595 1.3 -0.1 0.3 -0.80
F -1.880 0.448 2.780 0.8 3.4 -0.9 -0.57
F 1.438 -1.632 1.566 -0.5 1.7 -1.4 -0.53
F 2.744 -1.127 -0.267 -0.6 0.5 -0.2 -0.53
P 0.672 1.988 -0.611 1.6 -1.9 -0.6 0.97
P 1.340 -0.699 0.267 0.7 -1.5 1.8 2.57
S 0.135 0.648 -2.308 -0.3 -0.5 0.5 -0.13
Cl -1.048 2.499 0.217 -2.0 0.7 0.5 -0.30
H -1.429 -0.361 -0.644 1.8 -0.9 -1.8 0.22
H -1.124 -1.626 -2.047 1.3 2.2 1.0 0.25
H -1.638 1.393 2.515 -0.8 -3.5 0.9 0.57
```
Forces are in eV/Å.

Output
multiplicity	1
frontier orbital gap	10.04	eV
SMILES	FP1(F)=NP(Cl)SCO1.F
energy	-54714.4641	eV
relative energy (zero: lowest compared OMol25 entry of this formula, charge and spin)	2.189	eV

---

No. 2
Density functional theory data (wB97M-V/def2-TZVPD) for a 2-piece molecular cluster, CH3ClFN overall at a distorted geometry.

```
7
Properties=species:S:1:pos:R:3:forces:R:3:nbo_charge:R:1
C -0.072 0.136 0.023 -2.6 -0.5 -2.9 -0.36
N -2.247 -0.521 0.582 1.9 0.1 0.6 -0.03
F -2.480 -1.666 -0.146 -0.3 0.4 -0.5 -0.24
Cl -3.073 0.813 -0.092 -0.5 -0.2 -0.4 0.09
H 0.241 -0.491 -0.789 0.1 -0.4 -0.1 0.18
H -0.576 1.013 -0.293 0.1 0.8 0.2 0.18
H 0.303 -0.026 0.938 1.3 -0.2 3.1 0.18
```
Forces are in eV/Å.

Output
multiplicity	1
frontier orbital gap (spin up / spin down)	9.61 / 8.22	eV
energy	-17809.7407	eV
relative energy (zero: lowest compared OMol25 entry of this formula, charge and spin)	4.356	eV

---

No. 3
Density functional theory data (wB97M-V/def2-TZVPD) for CH3ClFNS as an isolated structure at a distorted geometry.

```
8
Properties=species:S:1:pos:R:3:forces:R:3:nbo_charge:R:1
C 0.463 -0.568 0.672 -2.3 -4.2 -1.5 -0.15
N -0.320 0.492 -1.566 0.2 -2.2 3.9 -1.00
F 1.656 -0.919 0.154 1.3 0.0 -1.6 -0.36
S -0.049 1.001 -0.111 -0.4 -0.4 -1.7 1.03
Cl -1.829 1.093 1.147 0.3 -0.1 -0.2 -0.34
H -0.376 -1.566 0.309 2.2 3.5 1.2 0.21
H 0.756 -0.649 1.696 -1.4 1.0 1.3 0.22
H -0.300 1.116 -2.299 0.0 2.3 -1.4 0.38
```
Forces are in eV/Å.

Output
multiplicity	1
frontier orbital gap	9.59	eV
energy	-28648.1782	eV
relative energy (zero: lowest compared OMol25 entry of this formula, charge and spin)	2.031	eV

---

No. 4
Density functional theory data (wB97M-V/def2-TZVPD) for a 2-piece molecular cluster, CH3ClFOP overall at a distorted geometry.

```
8
Properties=species:S:1:pos:R:3:forces:R:3:nbo_charge:R:1
C -0.060 -0.250 0.114 1.0 -2.4 -2.9 -0.27
O -1.076 -0.977 0.909 1.9 0.5 0.8 -0.81
F -2.008 -1.723 -1.141 -1.2 -0.6 2.1 -0.57
P -2.325 -1.662 0.471 -0.3 1.3 -3.6 1.75
Cl -2.594 1.783 -0.179 -0.1 -1.1 0.2 -0.81
H -0.380 0.748 0.024 -0.9 1.3 0.1 0.27
H -0.023 -0.728 -1.029 0.0 1.2 3.4 0.22
H 0.900 -0.328 0.640 -0.5 -0.3 -0.1 0.21
```
Forces are in eV/Å.

Output
multiplicity	1
frontier orbital gap (spin up / spin down)	5.71 / 5.72	eV
energy	-27660.4390	eV
relative energy (zero: lowest compared OMol25 entry of this formula, charge and spin)	4.360	eV

---

No. 5
Density functional theory data (wB97M-V/def2-TZVPD) for a 2-piece molecular cluster, CH3ClIN overall at a distorted geometry.

```
7
Properties=species:S:1:pos:R:3:forces:R:3:nbo_charge:R:1
C -0.609 -0.214 -1.055 -0.9 -1.0 1.9 0.14
N -1.049 -1.376 -0.987 1.1 0.0 -0.6 -0.59
Cl -0.752 0.980 0.281 0.2 -0.3 -0.5 -0.10
I 3.190 1.787 1.922 -0.8 0.3 -0.4 -0.11
H -0.039 0.110 -1.872 0.3 0.9 -1.2 0.19
H -1.300 -1.748 -0.084 -0.7 0.4 0.3 0.37
H 1.762 2.238 1.211 0.8 -0.3 0.4 0.11
```
Forces are in eV/Å.

Output
multiplicity	1
frontier orbital gap	10.53	eV
SMILES	[H]/N=C\Cl.I
energy	-23198.0371	eV
relative energy (zero: lowest compared OMol25 entry of this formula, charge and spin)	0.198	eV

---

No. 6
Density functional theory data (wB97M-V/def2-TZVPD) for a 2-piece molecular cluster, CH3ClN2O2 overall at a distorted geometry.

```
9
Properties=species:S:1:pos:R:3:forces:R:3:nbo_charge:R:1
C -0.401 0.694 0.243 4.2 1.9 1.1 -0.13
N 1.503 0.396 -0.290 -3.6 1.1 1.9 -0.59
N -0.948 -0.562 0.066 -1.3 -1.5 -0.7 0.44
O -1.716 -0.749 -0.858 -0.4 0.2 -1.0 -0.40
O -0.589 -1.446 0.806 -0.4 -0.2 1.3 -0.35
Cl 1.821 -1.014 0.542 2.0 -0.7 -0.5 0.20
H -0.478 1.083 1.301 0.5 -0.7 -1.4 0.24
H -0.431 1.390 -0.551 -1.2 0.5 -0.6 0.22
H 1.239 0.207 -1.257 0.2 -0.7 -0.1 0.35
```
Forces are in eV/Å.

Output
multiplicity	1
frontier orbital gap	8.86	eV
energy	-20676.6499	eV
relative energy (zero: lowest compared OMol25 entry of this formula, charge and spin)	4.315	eV

---

No. 7
Density functional theory data (wB97M-V/def2-TZVPD) for a 2-piece molecular cluster, CH3ClN2O2 overall at a distorted geometry.

```
9
Properties=species:S:1:pos:R:3:forces:R:3:nbo_charge:R:1
C -1.206 0.059 -0.020 -0.3 -0.5 -3.8 -0.21
N -0.090 0.861 0.241 0.9 -1.2 -2.8 -0.30
N 2.410 -0.937 0.508 0.6 -0.8 2.0 0.22
O 0.951 0.787 -0.616 -3.3 2.6 0.3 -0.36
O 2.128 -0.603 -0.507 1.1 -1.1 -1.4 -0.02
Cl -0.717 -1.716 -0.232 -0.2 -0.2 0.4 -0.15
H -2.028 0.041 0.696 0.4 0.5 -0.1 0.23
H -1.538 0.244 -1.160 0.4 -0.1 2.8 0.22
H 0.090 1.265 1.091 0.5 0.8 2.5 0.36
```
Forces are in eV/Å.

Output
multiplicity	1
frontier orbital gap (spin up / spin down)	8.94 / 7.98	eV
energy	-20677.0827	eV
relative energy (zero: lowest compared OMol25 entry of this formula, charge and spin)	3.882	eV

---

No. 8
Density functional theory data (wB97M-V/def2-TZVPD) for one molecule with the formula CH3ClN2O2 at a distorted geometry.

```
9
Properties=species:S:1:pos:R:3:forces:R:3:nbo_charge:R:1
C 1.027 -0.015 -0.435 -1.6 -0.1 -2.3 -0.45
N -0.003 0.010 0.620 1.9 -1.6 1.5 -0.25
N -1.294 0.362 0.247 1.4 0.4 -1.3 0.63
O -1.369 0.904 -0.836 -0.3 0.1 -0.2 -0.40
O -2.139 0.199 1.046 -1.8 -0.4 1.2 -0.34
Cl -0.013 -1.440 1.716 0.2 1.6 -1.4 0.13
H 0.938 0.938 -1.005 0.1 -0.6 0.7 0.25
H 2.050 -0.152 -0.156 0.2 0.0 1.2 0.23
H 0.803 -0.805 -1.197 0.1 0.4 0.6 0.20
```
Forces are in eV/Å.

Output
multiplicity	1
frontier orbital gap	10.12	eV
SMILES	CN(Cl)[N+](=O)[O-]
energy	-20678.3439	eV
relative energy (zero: lowest compared OMol25 entry of this formula, charge and spin)	2.621	eV

---

No. 9
Density functional theory data (wB97M-V/def2-TZVPD) for one molecule with the formula CH3ClN2S at a distorted geometry.

```
8
Properties=species:S:1:pos:R:3:forces:R:3:nbo_charge:R:1
C -3.063 -0.183 -0.511 -0.5 -0.7 -0.2 -0.36
N 0.357 -0.333 -0.026 1.6 -0.7 1.8 -0.66
N -0.695 0.251 -0.677 -0.6 3.3 -1.0 -0.53
S -2.089 0.870 0.291 0.7 -1.2 -0.2 0.45
Cl -4.633 -0.391 0.081 -0.7 0.3 0.3 0.03
H 0.371 -1.386 0.126 -0.9 2.0 -0.7 0.38
H 0.650 0.126 0.858 -0.2 -0.4 -0.9 0.34
H -0.472 1.208 -1.156 0.7 -2.6 0.9 0.36
```
Forces are in eV/Å.

Output
multiplicity	1
frontier orbital gap	8.37	eV
energy	-27419.1396	eV
relative energy (zero: lowest compared OMol25 entry of this formula, charge and spin)	4.013	eV

---

No. 10
Density functional theory data (wB97M-V/def2-TZVPD) for an isolated ion of composition CH3ClNO2S and charge -1.

```
9
Properties=species:S:1:pos:R:3:forces:R:3:nbo_charge:R:1
C 0.215 0.272 1.014 0.3 0.5 0.4 -0.10
N -0.667 -0.302 0.192 -0.4 0.0 -0.9 -0.86
O 0.151 1.301 -1.685 0.2 0.0 0.3 -1.03
O -0.196 -1.049 -2.338 0.1 0.0 0.2 -1.02
S -0.745 0.136 -1.666 -0.4 -0.3 0.1 1.62
Cl 1.808 -0.811 1.410 0.3 -0.1 0.1 -0.36
H 0.668 1.137 0.531 0.0 0.0 0.1 0.23
H -0.092 0.454 2.047 0.0 -0.1 -0.2 0.17
H -1.141 -1.139 0.495 0.0 0.0 -0.1 0.37
```
Forces are in eV/Å.

Output
total charge	-1
multiplicity	1
frontier orbital gap	8.26	eV
energy	-30029.8448	eV
relative energy (zero: lowest compared OMol25 entry of this formula, charge and spin)	0.000	eV

---

No. 11
Density functional theory data (wB97M-V/def2-TZVPD) for an isolated ion of composition CH3ClO2PS and charge -1 at a distorted geometry.

```
9
Properties=species:S:1:pos:R:3:forces:R:3:nbo_charge:R:1
C 0.288 -1.557 0.277 -2.9 3.4 -2.1 -0.76
O 0.063 1.514 -1.775 0.6 -0.1 -1.4 -1.13
O -1.732 0.883 0.151 5.6 1.6 -1.7 -1.13
P -0.204 1.345 -0.357 -6.3 -2.3 2.8 1.90
S 1.134 -0.008 0.671 0.5 0.6 0.0 -0.18
Cl 0.249 3.160 0.507 0.2 0.1 0.5 -0.38
H 0.319 -2.199 1.071 -0.1 -1.5 2.2 0.20
H 0.696 -2.012 -0.590 0.4 -0.4 -0.8 0.20
H -0.812 -1.125 0.045 2.1 -1.5 0.6 0.29
```
Forces are in eV/Å.

Output
total charge	-1
multiplicity	1
frontier orbital gap	8.17	eV
SMILES	CS[P@@](=O)([O-])Cl
energy	-37831.1064	eV
relative energy (zero: lowest compared OMol25 entry of this formula, charge and spin)	0.817	eV

---

No. 12
Density functional theory data (wB97M-V/def2-TZVPD) for a 2-piece molecular cluster, CH3ClO2PS overall at a distorted geometry.

```
9
Properties=species:S:1:pos:R:3:forces:R:3:nbo_charge:R:1
C -0.612 -0.479 -1.249 -0.1 -0.1 -0.5 -0.39
O 2.217 -1.896 2.227 0.9 -0.9 0.0 -1.11
O 2.305 0.624 1.867 0.3 -0.4 -0.2 -1.02
P 1.362 -0.744 1.913 -1.0 1.1 0.1 1.56
S -0.231 -0.314 3.044 -0.1 0.1 -0.1 -0.81
Cl 0.344 -0.022 -2.616 0.1 0.0 0.0 -0.06
H -1.333 0.276 -0.990 0.1 0.1 0.4 0.17
H -0.956 -1.499 -1.328 0.1 -0.1 0.3 0.17
H 1.734 1.389 1.776 -0.3 0.1 0.1 0.49
```
Forces are in eV/Å.

Output
total charge	-1
multiplicity	1
frontier orbital gap (spin up / spin down)	7.60 / 5.67	eV
energy	-37828.1434	eV
relative energy (zero: lowest compared OMol25 entry of this formula, charge and spin)	3.780	eV

---

No. 13
Density functional theory data (wB97M-V/def2-TZVPD) for one molecule with the formula CH3ClO3S at a distorted geometry.

```
9
Properties=species:S:1:pos:R:3:forces:R:3:nbo_charge:R:1
C 0.004 -0.418 -0.928 1.2 -2.5 1.9 -0.12
O 1.132 -0.898 1.808 1.0 -0.2 -0.3 -0.87
O -0.850 0.480 1.548 -0.4 0.1 -0.2 -0.92
O -1.322 -0.475 -0.964 -0.6 -1.6 -0.2 -0.64
S 0.411 0.048 1.031 -1.0 0.9 -0.8 1.94
Cl 1.414 1.927 0.805 0.1 -0.9 0.0 -0.30
H 0.345 0.408 -1.480 1.4 0.8 -0.6 0.20
H 0.488 -1.467 -1.039 -0.7 2.0 -0.1 0.23
H -1.621 0.396 -0.780 -1.1 1.3 0.3 0.49
```
Forces are in eV/Å.

Output
multiplicity	1
frontier orbital gap	10.45	eV
SMILES	O=S(=O)(Cl)CO
energy	-30584.1818	eV
relative energy (zero: lowest compared OMol25 entry of this formula, charge and spin)	0.473	eV

---

No. 14
Density functional theory data (wB97M-V/def2-TZVPD) for one molecule with the formula CH3ClOP2 at a distorted geometry.

```
8
Properties=species:S:1:pos:R:3:forces:R:3:nbo_charge:R:1
C -0.168 0.236 1.101 -2.3 -0.1 -1.6 -0.61
O 1.203 -0.025 -2.970 0.2 -0.1 -1.3 -0.97
P 1.355 -0.148 -1.522 -0.2 0.1 0.8 1.09
P -0.698 0.405 -0.822 0.9 0.5 2.5 0.14
Cl -1.500 -0.446 2.102 0.3 0.0 -0.4 -0.06
H 0.720 -0.235 1.359 1.5 -1.8 -0.2 0.21
H 0.031 1.158 1.512 -0.2 2.5 0.6 0.21
H -0.943 -0.945 -0.760 -0.3 -1.1 -0.4 -0.01
```
Forces are in eV/Å.

Output
multiplicity	1
frontier orbital gap	7.95	eV
SMILES	O=P#[PH]CCl
energy	-34231.8601	eV
relative energy (zero: lowest compared OMol25 entry of this formula, charge and spin)	0.167	eV

---

No. 15
Density functional theory data (wB97M-V/def2-TZVPD) for one molecule with the formula CH3ClOS at a distorted geometry.

```
7
Properties=species:S:1:pos:R:3:forces:R:3:nbo_charge:R:1
C -0.023 0.054 0.253 -2.5 -0.3 1.5 -0.73
O -1.113 1.678 2.218 -0.6 0.8 0.1 -0.89
S -1.108 0.263 1.950 2.7 -0.5 -1.9 1.25
Cl 0.528 -0.494 3.073 -0.4 -0.2 0.1 -0.30
H 0.243 -0.990 0.241 0.3 -0.2 -0.1 0.22
H 0.799 0.741 0.207 0.3 0.3 0.4 0.24
H -0.783 0.256 -0.498 0.1 0.1 -0.2 0.21
```
Forces are in eV/Å.

Output
multiplicity	1
frontier orbital gap	9.93	eV
energy	-26489.8186	eV
relative energy (zero: lowest compared OMol25 entry of this formula, charge and spin)	0.213	eV

---

No. 16
Density functional theory data (wB97M-V/def2-TZVPD) for one molecule with the formula CH3ClOS2 at a distorted geometry.

```
8
Properties=species:S:1:pos:R:3:forces:R:3:nbo_charge:R:1
C 0.736 -0.266 -0.159 0.5 -1.4 2.2 -0.82
O -0.282 2.011 0.873 -0.2 0.6 -0.1 -0.87
S -1.002 -0.350 -0.619 0.6 0.1 -0.9 0.43
S -1.285 1.602 -0.137 -0.3 -0.5 0.6 0.82
Cl -1.472 -2.386 0.294 0.1 0.6 0.1 -0.37
H 1.311 0.320 -0.811 0.2 1.4 -1.3 0.24
H 1.259 -1.278 -0.293 -1.3 1.2 1.1 0.27
H 0.736 0.347 0.852 0.4 -2.0 -1.7 0.30
```
Forces are in eV/Å.

Output
multiplicity	1
frontier orbital gap (spin up / spin down)	6.98 / 7.19	eV
energy	-37323.7901	eV
relative energy (zero: lowest compared OMol25 entry of this formula, charge and spin)	1.902	eV

---

No. 17
Density functional theory data (wB97M-V/def2-TZVPD) for a 3-piece molecular cluster, CH3F2N2P overall at a distorted geometry.

```
9
Properties=species:S:1:pos:R:3:forces:R:3:nbo_charge:R:1
C -2.251 -1.154 -0.426 1.7 1.3 0.0 0.21
N -1.565 -0.292 -0.743 -0.7 -0.6 0.1 -0.36
N 2.618 0.436 1.084 1.7 2.2 2.0 -1.27
F 0.627 1.123 -1.199 -2.8 -1.8 0.8 -0.62
F 1.764 -1.271 -0.311 -0.1 0.1 -0.7 -0.61
P 2.644 0.086 -0.400 0.1 -0.4 0.8 1.43
H -2.596 -2.005 0.077 -0.9 -0.8 0.1 0.24
H -0.224 0.536 -0.920 2.4 1.9 -1.1 0.57
H 3.176 1.186 1.651 -1.5 -1.9 -2.0 0.41
```
Forces are in eV/Å.

Output
multiplicity	1
frontier orbital gap	9.74	eV
SMILES	[H]/N=P/F.C#N.F
energy	-18788.9400	eV
relative energy (zero: lowest compared OMol25 entry of this formula, charge and spin)	1.536	eV

---

No. 18
Density functional theory data (wB97M-V/def2-TZVPD) for CH3F2N3 as an isolated structure at a distorted geometry.

```
9
Properties=species:S:1:pos:R:3:forces:R:3:nbo_charge:R:1
C -0.567 -0.073 0.181 2.5 2.0 1.7 0.41
N 2.593 -0.252 0.249 3.6 0.5 2.5 -0.14
N 0.789 0.263 0.409 -6.3 -2.9 -1.3 -0.33
N -1.717 -0.220 0.191 1.0 -0.7 -0.4 -0.32
F 3.018 0.497 -0.851 -0.6 -1.6 -0.2 -0.25
F -4.153 0.028 -0.357 -0.2 -0.1 -0.2 -0.60
H 0.897 1.223 0.288 0.2 2.4 -0.2 0.37
H -3.239 -0.210 -0.280 -0.6 0.2 0.2 0.55
H 2.379 -1.256 0.170 0.4 0.2 -2.0 0.32
```
Forces are in eV/Å.

Output
multiplicity	3
frontier orbital gap (spin up / spin down)	9.25 / 6.86	eV
energy	-10983.0848	eV
relative energy (zero: lowest compared OMol25 entry of this formula, charge and spin)	0.203	eV

---

No. 19
Density functional theory data (wB97M-V/def2-TZVPD) for a 3-piece molecular cluster, CH3F2OP overall at a distorted geometry.

```
8
Properties=species:S:1:pos:R:3:forces:R:3:nbo_charge:R:1
C 0.512 0.006 -0.788 -3.8 -0.9 2.0 0.08
O -0.712 -0.053 -1.107 3.1 0.6 0.0 -0.52
F 1.814 -0.174 -4.616 1.2 -0.7 0.8 -0.58
F 0.044 -1.286 -3.788 1.5 -1.5 0.1 -0.58
P 1.687 -1.491 -3.693 -3.9 3.1 1.5 1.39
H 1.310 -0.782 -1.945 1.4 -1.0 -2.4 -0.10
H 0.745 -0.715 0.096 0.6 0.8 -1.5 0.15
H 1.124 0.924 -0.881 -0.1 -0.3 -0.4 0.16
```
Forces are in eV/Å.

Output
multiplicity	1
frontier orbital gap (spin up / spin down)	8.50 / 8.50	eV
energy	-17854.7830	eV
relative energy (zero: lowest compared OMol25 entry of this formula, charge and spin)	4.122	eV

---

No. 20
Density functional theory data (wB97M-V/def2-TZVPD) for one molecule with the formula CH3F2OP at a distorted geometry.

```
8
Properties=species:S:1:pos:R:3:forces:R:3:nbo_charge:R:1
C -0.426 -0.764 0.891 -1.1 -2.4 0.2 -0.26
O -0.657 0.119 -0.103 3.0 4.8 -2.5 -0.76
F 0.189 2.417 -1.183 0.7 -1.0 0.5 -0.57
F 1.012 0.491 -2.238 0.1 -0.1 0.4 -0.57
P 1.008 1.096 -0.783 -4.4 -1.0 0.5 1.67
H 0.300 -0.663 1.637 1.2 1.5 1.4 0.16
H -0.071 -1.612 0.394 0.5 -2.3 -0.5 0.15
H -1.354 -1.085 1.385 0.0 0.5 -0.1 0.18
```
Forces are in eV/Å.

Output
multiplicity	1
frontier orbital gap	10.12	eV
SMILES	COP(F)F
energy	-17857.2590	eV
relative energy (zero: lowest compared OMol25 entry of this formula, charge and spin)	1.646	eV